318
Properties=species:S:1:pos:R:3:forces:R:3 method="wB97M-V/def2-TZVPD" relative_energy_ev=3.3531 e_homo_ev=-7.978 e_lumo_ev=0.34 homo_lumo_gap_ev=8.3
N 7.63008 -1.92581 -4.69713 -1.0 -1.4 0.1
H -3.78071 0.63658 -4.43281 0.0 0.2 0.6
H 3.75730 -0.60177 -0.27546 -0.6 -0.1 -0.5
H 4.52466 -1.85576 -7.98052 0.2 -0.2 -0.4
H -3.39081 -4.92696 4.71986 0.0 -1.0 0.4
H -6.96383 -3.33413 6.75780 -0.3 0.1 0.3
H -0.06452 -1.68575 -7.26062 0.0 0.6 -0.1
H -2.22108 0.54302 -5.30197 0.2 0.8 0.2
C -6.81627 2.99637 2.74757 -1.3 0.1 0.5
C -5.18587 -3.72636 4.80592 -1.0 -0.2 1.1
C -3.45364 -4.29614 -9.34262 0.0 -0.9 1.0
H -6.26264 3.83657 2.31672 0.1 -0.1 0.2
C 6.50370 -3.69860 -3.41219 -0.3 -0.5 1.1
H -2.71815 -5.15821 -4.00866 0.0 0.0 1.0
O -0.17392 3.28252 2.24921 -0.7 0.4 0.0
H 2.17760 6.87945 8.68459 -0.8 -0.5 0.2
H 4.91163 -0.01639 5.51626 0.1 -0.2 -0.4
C -0.93279 -5.34275 -4.99113 -1.0 -0.6 -0.6
H 4.46938 -5.10767 -3.84157 -0.2 0.4 -0.2
H 2.81543 -3.32487 -1.96133 0.6 -0.1 -0.1
O -7.46384 0.25830 -6.96547 1.3 0.7 -0.8
H 2.52614 -3.94707 0.46024 0.3 0.1 -0.1
O -2.94471 0.27777 10.67369 0.3 -1.0 -1.1
H -5.79726 -2.67991 7.97810 0.3 -0.6 -0.7
H 7.55910 2.38534 5.55133 -0.4 -0.3 0.7
H -5.57459 -1.47650 -7.64006 -0.3 -0.2 -0.2
C -0.23955 -4.04159 -5.02045 -0.1 2.2 0.4
H 5.78197 5.03106 6.79599 0.7 0.2 -0.1
C -1.04102 -5.47561 -0.90062 -0.9 0.2 1.4
C -3.84836 -4.06929 4.27850 0.8 1.6 -1.2
C -0.40818 -0.76502 -0.54319 -0.4 1.7 -0.2
H 4.16919 -1.67842 1.06586 0.0 0.2 0.0
H -7.27528 1.09635 -1.36989 -0.2 -0.3 -0.3
H 4.94031 2.21519 -10.18444 0.0 0.1 0.0
H -8.31501 1.79084 2.08276 -0.1 -0.6 -0.1
H 6.32027 -4.09607 -2.35437 -0.2 0.7 -1.1
O 3.72475 1.27875 -3.76583 -0.2 0.7 0.1
H -0.29473 -4.82420 -1.32270 0.3 0.4 -0.1
H -0.54244 3.19220 4.90412 -0.2 -0.6 0.0
H 2.86899 -7.02478 2.52790 0.0 0.1 -0.2
H 5.57591 1.39461 -5.68538 0.4 0.5 -0.1
C -4.15970 -0.11026 11.24120 -0.8 0.7 0.1
H -7.10840 0.11096 -9.05158 0.4 0.2 0.4
C 6.30732 -1.35317 -0.14714 1.0 -1.6 -0.6
H -5.10072 -1.84517 0.27019 0.2 0.2 0.4
H 12.38501 -1.07455 -4.82009 0.0 0.3 -0.4
H -2.69796 -0.89462 1.43672 -0.7 0.0 0.6
H -0.36542 3.65144 7.11996 0.8 -0.1 0.4
H 12.33446 -0.82507 -6.60293 0.0 -0.2 -0.1
H 1.21371 -3.53161 -2.72544 0.5 0.0 -0.1
C 0.43316 2.86878 7.20120 0.1 0.1 0.0
H 8.02639 -0.10242 -5.47974 0.2 0.5 -0.3
H -4.63423 -0.33477 -8.59468 0.2 -0.2 -1.0
O -2.56305 -3.65415 -0.76957 0.3 -0.1 -0.3
C -4.56461 7.40099 1.65492 0.8 -1.3 2.2
H 1.02905 3.01900 9.21966 -0.1 0.2 0.5
N -2.97164 -2.88837 4.47958 0.4 -0.5 0.0
H -1.64911 -5.89288 -1.69643 -0.1 -0.1 -0.1
H 6.20170 -0.28872 -7.06980 0.4 0.4 -0.1
H -1.16974 6.08113 -3.41868 0.3 0.1 0.1
H 4.37316 0.54283 -1.96753 -0.4 0.6 0.2
C 4.23613 5.09222 3.45490 0.3 2.1 -1.3
C 3.98023 5.45416 7.70153 -1.4 0.3 -1.0
H 0.92822 -10.63636 5.43091 0.2 -0.4 0.2
H -8.66138 1.45129 -5.82862 -0.4 -0.2 0.0
C -1.56964 6.67708 -1.37195 0.7 1.9 -0.1
H 0.23201 -0.89816 2.39403 0.0 0.5 0.1
O -4.15812 -1.87043 0.48705 -0.4 0.4 0.6
O 0.60036 -2.36071 3.81161 -0.1 0.9 0.7
H -0.64118 -10.22306 4.71819 -0.5 -0.5 -0.2
H -0.46982 -2.03578 5.48428 -0.4 -0.3 -0.2
C 5.38146 1.27868 -10.54039 -0.1 0.8 -0.5
H 9.69335 -1.59466 -6.66504 -0.2 0.0 -0.8
H -4.22922 0.00265 1.51147 -0.1 -0.1 -0.1
C 0.22631 -1.37340 -1.77261 -0.1 -0.6 1.1
C 4.78455 5.28610 6.45841 0.3 -2.6 0.4
C -3.02069 -0.01443 -4.84590 0.1 -1.2 -2.0
H 2.60233 0.17444 1.68796 0.0 0.0 0.1
C -1.97436 -4.66299 0.05648 0.3 0.3 -0.8
N -4.66707 0.15736 -6.64422 -0.8 -0.5 0.2
C -0.63318 6.35068 -2.49367 0.2 0.0 -0.5
H -6.15616 1.40482 -8.14732 -0.5 0.4 -0.3
H -4.48177 5.98185 -1.46373 0.9 -0.5 -0.2
C -3.59533 5.31638 -1.69283 -1.5 1.0 -1.4
H -0.50351 -2.06791 -2.19243 -0.1 -0.2 -0.2
O 0.50377 -8.62796 5.20271 0.8 0.5 -0.3
H -1.43542 -0.44672 -0.83575 0.3 0.0 0.1
C 12.04997 -0.39792 -5.63976 0.6 0.0 0.4
H -4.23465 -4.78959 -5.67412 -0.3 -0.1 0.5
H -9.05151 1.24315 -7.60591 -0.9 0.6 0.0
H -8.52727 2.18651 -0.73138 -0.3 0.3 -0.1
H -0.54632 -6.28618 -0.35868 0.0 0.0 -0.1
H -5.94628 -4.49144 4.56027 0.2 0.1 0.2
N -0.90337 2.15339 9.07702 -0.2 0.7 0.7
C -3.38470 1.69674 -1.80391 0.9 -0.8 -1.1
C -3.35449 -1.62858 -3.18641 -0.5 0.7 0.5
O -0.34522 -3.42191 -6.30164 0.1 0.7 0.2
H -1.94405 4.83296 -0.69459 0.0 0.4 0.0
H 3.81436 6.73196 5.44061 0.9 -0.4 0.1
H -6.64766 7.77399 1.42637 0.1 -0.6 -0.2
H -2.77762 -5.28574 0.47437 0.3 -0.1 0.0
H -4.33867 1.28531 -2.16340 -0.1 0.4 -0.1
H -10.25746 0.62570 -1.15308 0.1 -0.2 0.0
C 1.82897 5.88689 8.30998 -1.6 0.7 0.2
C 2.00108 -5.24391 2.02123 1.3 -0.7 1.3
C -0.43744 1.26552 0.84423 0.9 -0.3 -0.4
H 6.91210 -4.56496 -3.91817 0.4 -0.1 -0.6
H -2.87488 -0.88996 -6.82656 -0.1 -0.1 0.1
H 6.35753 2.15936 6.91341 -0.1 0.2 0.0
C 1.97019 -2.80730 -2.37003 -1.8 0.6 0.4
H 3.38214 -3.66322 -4.07875 0.3 -0.6 -0.3
O -3.88865 -4.24510 -7.99480 0.9 -0.2 -0.3
N -2.39960 -5.38205 -4.92298 0.4 -0.3 0.2
H -3.94566 -4.22664 3.19215 0.1 -0.1 0.2
H 5.25515 0.62758 2.85863 0.2 -0.2 -0.2
N 1.92582 -6.68641 2.36870 -0.3 0.4 -0.1
N 5.32108 -0.49770 -6.63912 -1.0 1.3 1.4
H 2.73301 0.12594 -2.37970 -0.3 0.4 0.3
C -2.47841 1.57036 10.96917 -0.3 0.3 -1.9
H 7.32365 -1.01087 -0.33710 0.0 0.1 -0.1
H 4.12279 -6.03511 -1.18857 -0.1 0.0 -0.2
H 5.17194 -0.17889 -3.83006 0.8 0.1 0.2
H 3.37051 -0.83286 -7.17166 0.4 0.0 -0.4
C 4.55592 0.98019 5.24201 2.3 1.1 -1.1
H 0.56849 -8.96803 3.18276 -0.2 -0.1 -0.4
H -3.94926 -2.29102 -3.82787 0.2 0.1 0.1
C 4.36538 0.22504 -4.42454 -0.1 -0.8 -0.3
H -2.88386 -2.75547 5.49678 -0.2 0.0 -0.6
H 1.28801 2.01062 1.94212 0.7 -0.6 0.2
H 3.55424 -0.18241 -9.57358 -0.3 0.0 0.1
C -8.29908 1.39994 -6.84814 0.8 0.0 -0.3
H -4.43984 -1.09725 10.90974 0.3 -0.3 -0.4
H -1.36922 1.50580 8.46061 -0.1 -0.3 0.1
H 1.01189 -4.78092 2.14395 0.2 -0.2 -0.6
H -10.11239 -0.97187 -0.38623 -0.3 -0.3 0.1
C 1.86061 5.14699 3.34111 0.7 1.5 0.6
H 4.00566 4.25682 4.05060 -0.2 -1.4 0.6
H -1.40883 4.90233 2.41869 0.3 0.1 -0.3
H 4.33290 -4.34395 -5.47464 -0.2 0.0 0.7
H 1.85517 6.01887 -1.08402 0.1 0.3 -0.2
C -0.48294 2.01841 -3.47418 1.8 0.1 -0.2
H -0.68214 1.48464 4.47296 -0.2 -0.8 -0.5
H 3.92665 1.18488 -8.42967 0.4 -1.4 -0.6
H -3.36207 1.53634 -0.73941 0.1 0.1 0.7
H 10.36843 -2.12115 -5.14195 -0.5 0.1 0.1
H -6.17473 2.57550 0.16383 -0.3 0.0 0.1
H 4.76863 0.91912 -11.36199 -0.3 -0.2 -0.2
H 0.49234 -0.64852 -2.56299 0.0 0.0 0.3
H -0.53975 -1.49299 0.26170 0.2 -0.1 -0.3
C -5.90981 2.05492 3.54114 0.3 1.3 -0.3
H -4.20843 -3.81042 -9.89399 -0.8 0.5 -1.0
O -4.67931 1.78129 2.90253 0.2 0.3 -0.1
H -6.43492 1.13639 3.76013 0.0 -0.5 -0.1
N 0.37194 0.40653 -0.04149 -0.6 -0.8 0.2
H 0.16632 -2.55069 1.83951 0.0 0.0 -0.4
C -5.99622 -2.85332 6.90208 -0.3 1.2 -0.9
O 0.19889 5.28175 -2.09692 0.7 -0.5 -0.2
H 6.76634 -1.85906 -5.25531 0.6 0.0 0.8
H -7.58116 3.41934 3.45707 0.9 -0.1 -0.4
H 1.74949 4.74076 4.35064 -0.1 -0.4 -0.2
O -8.59721 0.26489 0.03872 0.5 0.6 -0.4
O 4.06364 -5.33036 0.73905 -0.6 -0.1 1.1
H 5.89099 -1.76159 -1.09245 -0.2 0.7 0.2
H -6.21331 0.96155 0.80721 0.0 -0.2 0.3
H 6.19635 5.44708 4.26272 -0.1 0.1 0.1
H 3.92416 1.18499 -6.21226 0.1 -0.1 -0.6
H -4.02451 -1.74520 -5.85163 -0.4 -0.2 0.2
H 0.81398 -4.09623 -4.72613 0.1 -0.3 -0.1
H -5.08777 3.77739 -1.80436 0.6 0.0 0.1
C 3.44296 0.96595 -2.40880 0.9 -0.5 -0.3
C -9.56672 -0.18763 -0.87920 0.1 0.4 -0.1
H 4.64381 -4.32272 -0.97128 0.0 -0.4 0.1
C 0.69251 -1.86726 2.50885 0.2 -0.8 -0.6
C 4.30360 0.16729 -8.85315 -2.0 0.8 1.5
H -2.55839 1.62511 12.01340 0.1 0.9 1.7
H -0.71156 -3.36299 -4.29766 0.0 0.1 0.2
O 5.48433 0.36261 -9.51580 1.6 -0.8 0.6
H -3.20141 6.18200 1.00904 -0.3 -0.5 0.7
H -3.36597 -5.36624 -9.64110 0.1 0.7 -0.2
H 8.44091 -2.83501 -2.96428 -0.7 0.1 -0.2
C -0.06603 2.18305 4.98137 0.1 2.6 1.1
N 4.31670 0.25464 2.91402 0.1 0.0 1.4
H 0.94037 -1.88556 -5.74369 -0.3 0.3 -0.5
H -3.40976 5.39840 -2.80463 -0.1 0.0 0.9
H 4.13754 1.37019 6.14580 -0.8 0.6 0.4
C -5.94705 6.91377 1.42227 -0.9 0.6 -0.9
O 3.08596 5.91598 3.31496 -1.2 -0.5 -0.2
O 5.34878 -3.24166 -4.07816 0.2 0.7 0.6
H 1.90694 5.12552 9.09545 0.2 0.1 0.2
H -3.49992 3.00350 4.09842 0.0 0.3 0.3
C -3.18015 -4.60440 -5.83324 0.0 0.8 0.2
C -6.56548 0.39650 -8.12853 -0.9 -0.3 1.2
H 12.53660 0.57430 -5.54119 0.2 -0.2 0.1
H 2.19295 -5.58049 -0.10010 0.2 0.0 0.2
H 3.71790 -0.64882 -4.50555 -0.6 -0.2 -0.2
C -0.67226 -2.06164 4.40174 1.2 -0.5 0.3
C -5.36778 -0.42250 -7.82089 1.3 -0.4 1.0
H 5.67225 -5.69436 -0.34943 -0.5 0.3 -0.5
C -6.85614 1.81061 0.56556 -1.1 0.5 0.7
C 0.48037 2.29875 8.62522 -0.9 0.3 -0.6
H -5.93697 6.37767 0.46461 -0.4 0.3 0.0
H 5.46272 6.84314 3.56264 -0.1 0.8 -0.1
H 2.18699 -2.10240 -3.19682 0.3 -0.4 0.2
H 3.39742 2.05097 3.74398 0.4 -0.9 0.3
H -5.53469 -2.78924 4.34346 0.2 0.0 0.3
H -7.75479 2.35711 -7.03418 -0.2 -0.6 0.0
C -3.66454 -0.74777 -6.07419 0.6 1.0 -0.2
H 3.85231 1.37627 1.21112 -0.4 -0.6 0.0
H 4.41087 4.30673 6.05352 0.2 0.5 -0.1
H -4.01712 -1.40924 2.60547 0.2 0.0 -0.6
C 1.15222 -6.92054 3.59347 1.4 -0.8 0.2
H -1.60090 -3.24699 2.88499 -0.2 0.0 0.0
H 1.00020 1.33673 8.69156 0.3 0.1 -0.3
C 8.54894 -0.85569 -4.90573 0.8 -0.6 -0.2
C 7.44044 -2.52001 -3.35435 1.1 1.2 -0.5
H -4.06942 3.65848 -0.35615 0.3 0.1 -0.5
O 5.73453 1.85114 4.89546 -1.1 -1.1 1.5
C 0.47548 2.39409 1.36674 -1.5 -0.1 -0.4
H 0.76186 5.86323 7.97642 0.7 0.5 0.4
C -7.85298 1.37716 -0.48626 0.5 -0.6 0.5
H -1.05485 -1.07598 4.15874 0.1 0.4 -0.5
O 5.61398 -0.34442 0.45795 0.2 1.0 0.3
H -0.87066 6.89074 -0.54874 -0.4 0.4 0.1
H 0.64439 0.93802 -0.86521 -0.2 0.2 0.2
O 0.06914 1.84096 6.34151 -0.5 -1.7 -0.5
H -5.40604 0.25342 -5.95162 0.1 0.2 0.1
H -1.40467 -4.20350 0.89278 -0.2 -0.3 -0.4
H -2.07144 7.62590 -1.69725 0.0 -0.7 0.7
H 2.74642 0.50309 4.33302 0.0 -0.1 -0.4
H -3.11027 -2.99522 -0.30089 0.1 -0.4 0.4
H -0.00530 7.24683 -2.63501 -0.3 -0.2 -0.4
H -0.47828 0.86903 10.67349 0.1 -0.1 0.4
C 0.08285 -9.96302 5.47455 0.4 1.4 -0.3
C -1.60971 -3.14787 3.97011 -0.7 -0.7 1.5
C 4.36996 -0.83445 -7.65424 -0.8 0.3 -0.8
C 4.33077 -4.14562 -4.37335 -0.2 -0.5 -0.6
H -5.69510 2.56756 4.47167 0.1 0.0 0.6
H 4.28893 6.32987 8.27318 -0.2 0.4 0.0
H 2.65447 -4.71622 2.74963 -0.4 -0.1 0.1
C -3.79506 -0.99010 1.60465 0.7 -0.5 -0.8
H 1.41842 3.25143 6.89466 -0.1 0.3 0.2
H -0.62555 -5.80472 -5.91798 0.1 -0.8 -0.2
C 5.24607 5.99324 4.17575 0.1 -1.5 0.8
O -2.38030 -0.88509 -3.94485 -1.1 -0.4 1.0
C -1.04562 1.78757 10.48727 0.6 0.1 0.4
C -4.03216 3.89910 -1.45013 -1.1 0.0 0.3
O 10.69217 -0.13859 -5.53701 -0.7 0.0 -0.5
H -0.39147 4.79673 0.90343 0.1 0.6 -0.4
C 4.63437 -5.33857 -0.52148 1.1 0.1 -0.1
H 6.38901 -2.25188 0.47724 0.0 0.0 0.4
O -5.02191 -3.60869 6.23134 0.5 -0.2 0.0
H -3.09120 2.33006 10.42891 0.0 -0.3 0.6
H -2.50685 -3.76498 -9.42862 0.2 -0.1 -0.3
H 0.89791 2.39909 4.53353 0.4 -0.6 -0.4
H -2.79253 2.41107 2.58699 -0.3 0.3 0.3
O -3.74338 6.21811 1.83870 0.8 0.6 -1.2
H -2.55514 1.10319 -2.26234 -0.8 0.5 0.4
H -1.29352 2.50146 -3.95623 -0.9 0.3 -0.8
H 3.12279 1.88828 -1.87814 0.0 -0.8 -0.4
O 2.59965 5.58335 7.21228 2.0 -0.4 0.4
H 4.56257 4.81828 2.41868 0.1 -0.2 0.9
O -0.44730 2.35550 -2.14132 0.0 2.2 2.4
H -4.13446 -0.15488 12.32167 0.3 0.1 0.6
H -0.35952 -9.90666 6.46710 0.0 -0.4 -0.1
N -2.46296 5.68877 -0.90195 -0.1 -1.3 1.0
C 1.60591 5.58622 -2.05594 -0.4 -0.8 0.1
C 4.79899 0.66528 -5.81933 0.7 -0.9 0.5
C 3.68660 0.98068 4.01716 -1.1 0.5 -0.1
H 0.17969 -6.52122 3.43862 -1.0 0.1 0.0
H 1.73680 -1.83681 2.17931 -0.2 0.0 0.2
H -2.86470 -2.20129 -2.40415 0.3 -0.1 -0.3
H 8.90633 -0.38550 -3.98181 -0.2 0.0 0.1
O -3.17134 3.05092 -2.15599 -0.2 -0.5 0.4
H -5.01474 0.55157 10.99501 0.4 0.0 -0.2
H -4.48581 7.96365 2.59290 -0.1 0.0 -0.1
C 9.85310 -1.28339 -5.65209 0.1 0.6 1.8
H 0.84795 2.91456 0.48600 0.3 0.3 -0.2
H 1.90250 6.22460 -2.89570 -0.1 0.0 0.2
H -1.86481 3.79040 1.14141 0.3 0.2 -0.1
H -0.60669 -5.93377 -4.15100 0.4 -0.3 0.2
H 7.06447 -1.73954 -2.64316 0.1 -0.7 -0.5
H 1.03389 5.83763 3.17266 0.1 0.1 0.0
O 1.35207 -2.09177 -1.29703 0.7 0.0 -0.8
H -3.96136 3.75427 2.50214 -0.1 -0.1 0.4
C 2.69573 -5.00812 0.70479 -1.5 0.4 -0.9
H -1.93961 -4.83315 -7.53807 0.3 -0.1 -0.3
N 4.78054 6.35970 5.53485 -0.8 1.3 -1.1
C -0.99704 4.27203 1.62306 -0.2 -1.4 0.7
C -3.70438 2.83604 3.04945 0.1 -1.3 -1.0
C -0.05533 -1.98959 -6.22679 0.1 -1.9 1.0
H 7.02908 0.71689 6.04691 0.0 0.8 0.2
H -1.21750 -4.09458 4.42631 -0.1 0.4 -0.6
H 6.36454 1.49750 -10.93365 0.3 -0.1 0.0
C 3.67600 0.34704 1.63273 0.4 0.9 -0.6
H -1.32280 1.62292 0.32513 -0.2 0.6 -0.3
H -9.10017 -0.58130 -1.79046 0.0 0.0 0.0
H 0.49158 2.37622 -3.87127 -0.5 -0.6 -0.7
C 6.71019 1.78855 5.95098 0.5 -0.7 -1.8
H 2.13998 4.62965 -2.14023 -0.2 0.3 0.0
H -0.59557 2.60392 11.13351 -0.4 -0.8 -0.8
H -6.26699 6.17246 2.14909 0.1 0.2 0.4
H -6.02175 -1.84011 6.41856 -0.3 -0.6 0.4
H -0.44294 3.35714 -2.07261 0.1 -1.6 -0.1
H -0.79547 -1.50150 -5.56710 0.2 0.0 -0.5
H -3.28200 -6.07940 -7.35253 0.7 0.2 0.0
C 1.13971 -8.42616 3.93098 -0.8 0.2 0.1
H -0.84396 0.68118 1.66350 0.2 -0.2 0.4
H -3.04238 -3.50619 -5.74093 0.2 -0.4 -0.1
H -4.12950 8.02071 0.90558 0.0 0.5 -0.9
N -7.61909 2.40035 1.70041 1.2 0.2 -1.1
H 1.59974 -6.41335 4.45539 -0.1 0.2 0.1
H -0.58550 0.94272 -3.47251 0.0 -0.3 -0.7
C -2.95806 -5.02535 -7.23051 -1.4 0.0 -0.5
H 4.02345 4.59363 8.39277 0.2 0.1 -0.4
H 2.16655 -8.82149 3.85894 -0.1 0.0 0.5
H -4.07248 -0.94786 -2.63331 0.7 -0.4 -0.7
C 4.27450 -0.65189 0.66606 -0.7 -0.3 0.6
H 1.80054 4.41617 2.56182 0.3 -0.7 -0.3